{
  "formula": "C18H30BCrF4N5OS",
  "method": "ωB97M-V with the def2-TZVPD basis set",
  "species": ["Cr", "C", "C", "N", "C", "C", "N", "C", "C", "N", "H", "H", "H", "H", "H", "H", "H", "H", "H", "H", "H", "H", "H", "H", "H", "C", "C", "N", "C", "C", "C", "S", "N", "C", "O", "C", "C", "C", "C", "C", "C", "H", "H", "H", "H", "H", "H", "H", "H", "H", "H", "H", "H", "H", "H", "H", "F", "B", "F", "F", "F"],
  "positions_angstrom": [[1.427, 0.115, 0.300], [1.040, -1.964, -2.048], [2.537, -1.769, -2.373], [3.198, -0.939, -1.376], [4.248, -1.573, -0.582], [4.135, -1.172, 0.892], [2.731, -1.222, 1.329], [2.152, -2.578, 1.435], [1.461, -3.091, 0.148], [0.796, -2.026, -0.607], [0.483, -1.100, -2.414], [0.678, -2.856, -2.578], [3.023, -2.746, -2.423], [2.613, -1.335, -3.372], [3.491, -0.040, -1.734], [4.133, -2.655, -0.657], [5.253, -1.330, -0.940], [4.764, -1.829, 1.504], [4.481, -0.146, 1.016], [2.700, -0.805, 2.258], [2.917, -3.302, 1.739], [1.394, -2.536, 2.213], [2.176, -3.591, -0.504], [0.742, -3.851, 0.464], [-0.199, -2.012, -0.430], [-2.937, -2.551, 2.492], [-2.896, -1.127, 3.046], [-2.866, -0.109, 2.007], [-4.143, 0.401, 1.510], [-4.612, -0.255, 0.213], [-1.714, 0.328, 1.440], [-0.210, -0.264, 2.063], [-1.872, 1.210, 0.464], [-0.991, 1.609, -0.442], [0.117, 1.065, -0.711], [-1.377, 2.787, -1.253], [-0.424, 3.368, -2.090], [-0.752, 4.479, -2.847], [-2.029, 5.018, -2.780], [-2.979, 4.443, -1.945], [-2.657, 3.336, -1.181], [-2.861, -3.269, 3.309], [-2.098, -2.711, 1.813], [-3.864, -2.744, 1.952], [-2.010, -1.013, 3.664], [-3.774, -0.947, 3.666], [-4.035, 1.473, 1.352], [-4.881, 0.245, 2.298], [-3.856, -0.119, -0.559], [-5.539, 0.208, -0.128], [-4.791, -1.321, 0.352], [0.571, 2.946, -2.114], [-0.009, 4.937, -3.487], [-2.285, 5.885, -3.375], [-3.974, 4.869, -1.893], [-3.384, 2.880, -0.526], [3.034, 3.633, 0.541], [3.383, 2.315, 0.493], [2.797, 1.680, -0.676], [4.749, 2.081, 0.479], [2.793, 1.583, 1.592]],
  "lowdin_spin": [3.744, 0.005, 0.002, 0.022, 0.002, 0.005, 0.007, 0.003, 0.003, 0.029, 0.001, 0.001, 0.000, 0.000, 0.001, 0.000, 0.001, 0.000, 0.000, 0.004, 0.000, 0.000, 0.000, 0.000, 0.002, 0.001, 0.001, 0.010, 0.001, 0.000, 0.013, 0.018, 0.005, 0.014, 0.035, 0.000, 0.002, 0.000, 0.002, 0.000, 0.001, 0.000, 0.000, 0.000, 0.000, 0.000, 0.000, 0.000, 0.000, 0.000, 0.000, 0.000, 0.000, 0.000, 0.000, 0.000, 0.001, 0.003, 0.023, 0.001, 0.037],
  "homo_ev": [-7.09, -8.69],
  "s_squared": 6.01,
  "relative_energy_ev": 0.3815,
  "gap_ev": [7.34, 8.85],
  "multiplicity": 5
}



{
  "formula": "C30H45MgNO2P2",
  "method": "ωB97M-V with the def2-TZVPD basis set",
  "species": ["P", "P", "C", "C", "H", "H", "H", "H", "C", "H", "H", "H", "C", "H", "H", "H", "C", "H", "H", "H", "C", "H", "H", "H", "Mg", "C", "C", "C", "C", "C", "C", "C", "C", "C", "H", "H", "H", "H", "H", "H", "H", "H", "H", "H", "H", "H", "H", "H", "H", "C", "C", "C", "C", "C", "C", "N", "C", "C", "C", "C", "C", "C", "C", "O", "O", "C", "C", "H", "H", "H", "H", "H", "H", "H", "H", "H", "H", "H", "H", "H", "H"],
  "positions_angstrom": [[-4.879, 2.409, -0.209], [-3.135, 3.159, -2.816], [-5.464, 3.778, -1.324], [-4.940, 3.620, -2.758], [-5.110, 4.716, -0.871], [-6.561, 3.768, -1.292], [-5.477, 2.820, -3.289], [-5.053, 4.550, -3.330], [-2.363, 4.789, -2.478], [-1.285, 4.709, -2.668], [-2.519, 5.073, -1.428], [-2.795, 5.554, -3.135], [-2.832, 2.945, -4.603], [-3.065, 3.859, -5.166], [-3.444, 2.114, -4.977], [-1.772, 2.692, -4.741], [-5.614, 2.835, 1.408], [-5.363, 2.047, 2.131], [-6.706, 2.929, 1.334], [-5.184, 3.782, 1.760], [-6.001, 1.063, -0.768], [-5.725, 0.735, -1.778], [-7.039, 1.417, -0.769], [-5.905, 0.214, -0.080], [0.872, -0.278, 0.595], [-0.341, 0.414, -1.279], [-0.158, 1.601, -0.636], [-1.195, 2.554, -0.155], [-1.706, 2.313, 1.285], [-2.557, 1.107, 1.485], [-2.967, 0.191, 0.589], [-2.889, 0.256, -0.899], [-1.626, -0.272, -1.618], [-0.071, -1.781, 1.650], [0.536, -0.028, -1.783], [0.869, 2.001, -0.589], [-2.064, 2.589, -0.829], [-0.793, 3.582, -0.214], [-0.828, 2.277, 1.956], [-2.292, 3.199, 1.592], [-2.836, 0.943, 2.534], [-3.458, -0.709, 0.984], [-3.031, 1.295, -1.245], [-3.750, -0.290, -1.320], [-1.536, -1.353, -1.421], [-1.804, -0.160, -2.706], [0.170, -2.748, 1.178], [-1.159, -1.625, 1.681], [0.332, -1.763, 2.678], [3.614, -5.688, -1.037], [3.557, -5.225, 0.392], [2.820, -5.998, 1.286], [2.676, -5.622, 2.623], [3.201, -4.410, 3.041], [3.885, -3.589, 2.125], [4.020, -2.266, 2.498], [5.020, -1.348, 2.139], [6.382, -1.566, 2.390], [7.299, -0.577, 2.038], [6.884, 0.591, 1.387], [5.528, 0.811, 1.134], [4.622, -0.168, 1.506], [3.179, -0.137, 1.138], [2.320, 0.469, 1.875], [2.804, -0.756, 0.069], [4.193, -4.052, 0.817], [5.046, -3.278, -0.127], [3.197, -4.955, -1.738], [4.629, -5.924, -1.377], [3.019, -6.601, -1.130], [2.360, -6.915, 0.918], [2.138, -6.258, 3.323], [3.072, -4.045, 4.062], [3.422, -1.966, 3.265], [6.683, -2.506, 2.863], [8.352, -0.720, 2.277], [7.607, 1.347, 1.080], [5.143, 1.705, 0.643], [4.487, -2.470, -0.623], [5.908, -2.828, 0.373], [5.445, -3.949, -0.896]],
  "lowdin_charge": [0.865, 0.860, -0.426, -0.416, 0.074, 0.072, 0.074, 0.075, -0.281, 0.043, 0.038, 0.041, -0.298, 0.039, 0.038, 0.036, -0.282, 0.036, 0.038, 0.039, -0.265, 0.036, 0.042, 0.045, 0.685, -0.150, -0.106, -0.222, -0.180, -0.155, -0.157, -0.281, -0.160, -0.205, 0.127, 0.128, -0.016, 0.118, 0.123, 0.111, 0.114, 0.113, -0.053, 0.102, 0.124, 0.124, -0.035, -0.062, -0.032, -0.059, -0.240, -0.072, -0.090, -0.040, -0.199, 0.090, -0.223, -0.023, -0.080, -0.078, -0.013, -0.093, -0.555, -0.050, -0.058, -0.151, -0.027, 0.088, 0.078, 0.070, 0.100, 0.100, 0.109, 0.155, 0.127, 0.103, 0.101, 0.122, 0.089, 0.068, 0.074],
  "homo_ev": -7.14,
  "relative_energy_ev": 0.0000,
  "gap_ev": 7.50
}



{
  "formula": "C13H15BePSe2",
  "method": "ωB97M-V with the def2-TZVPD basis set",
  "species": ["Be", "C", "H", "H", "H", "H", "H", "Se", "P", "Se", "C", "C", "C", "C", "C", "C", "C", "C", "C", "C", "C", "C", "H", "H", "H", "H", "H", "H", "H", "H", "H", "H"],
  "positions_angstrom": [[0.568, -0.107, -3.441], [0.505, 0.425, -5.476], [-0.252, 1.200, -5.681], [1.496, 0.785, -5.814], [0.242, -0.477, -6.062], [0.997, -1.761, -4.031], [1.741, -1.405, -3.881], [1.632, 0.476, -1.440], [-0.089, -0.029, -0.413], [-1.374, -0.484, -2.274], [0.521, -1.275, 0.836], [1.304, -2.375, 0.455], [1.817, -3.252, 1.425], [1.552, -3.040, 2.783], [0.779, -1.947, 3.175], [0.273, -1.069, 2.210], [-0.878, 1.341, 0.552], [-2.126, 1.050, 1.123], [-2.770, 1.974, 1.945], [-2.173, 3.207, 2.206], [-0.927, 3.511, 1.643], [-0.275, 2.584, 0.815], [1.538, -2.541, -0.585], [2.430, -4.092, 1.128], [1.952, -3.714, 3.532], [0.579, -1.772, 4.226], [-0.300, -0.223, 2.564], [-2.594, 0.087, 0.943], [-3.725, 1.723, 2.386], [-2.673, 3.905, 2.866], [-0.469, 4.466, 1.874], [0.698, 2.828, 0.411]],
  "lowdin_charge": [-0.166, -0.223, -0.047, -0.045, -0.045, 0.095, 0.091, 0.384, 0.232, 0.304, -0.367, -0.105, -0.068, -0.078, -0.075, -0.079, -0.397, -0.119, -0.075, -0.074, -0.067, -0.076, 0.091, 0.103, 0.103, 0.104, 0.093, 0.109, 0.104, 0.103, 0.104, 0.086],
  "homo_ev": -8.19,
  "gap_ev": 7.91
}



{
  "formula": "C108H74Cl2N2O14",
  "method": "ωB97M-V with the def2-TZVPD basis set",
  "species": ["O", "C", "C", "C", "C", "C", "C", "C", "C", "O", "C", "C", "C", "C", "C", "C", "H", "H", "H", "H", "H", "H", "H", "H", "O", "C", "C", "C", "C", "C", "C", "C", "C", "O", "C", "C", "C", "C", "C", "C", "H", "H", "H", "H", "H", "H", "H", "H", "O", "C", "C", "C", "C", "C", "C", "C", "C", "O", "C", "C", "C", "C", "C", "C", "H", "H", "H", "H", "H", "H", "H", "H", "O", "C", "C", "C", "C", "C", "C", "C", "C", "O", "C", "C", "C", "C", "C", "C", "H", "H", "H", "H", "H", "H", "H", "H", "O", "C", "C", "C", "C", "C", "C", "C", "C", "O", "C", "C", "C", "C", "C", "C", "H", "H", "H", "H", "H", "H", "H", "H", "O", "C", "C", "C", "C", "C", "C", "C", "C", "O", "C", "C", "C", "C", "C", "C", "H", "H", "H", "H", "H", "H", "H", "H", "O", "C", "C", "C", "C", "C", "C", "C", "C", "O", "C", "C", "C", "C", "C", "C", "H", "H", "H", "H", "H", "H", "H", "H", "C", "C", "C", "C", "N", "H", "H", "H", "H", "H", "H", "H", "C", "C", "C", "C", "N", "H", "H", "H", "H", "H", "H", "H", "Cl", "C", "C", "Cl", "H", "H", "H", "H"],
  "positions_angstrom": [[6.641, 17.257, 2.134], [7.007, 17.349, 0.957], [5.994, 17.242, -0.136], [4.613, 17.088, 0.133], [3.716, 16.872, -0.912], [4.075, 16.805, -2.258], [5.420, 16.913, -2.504], [6.450, 17.187, -1.529], [7.895, 17.289, -1.899], [8.216, 17.238, -3.088], [8.850, 17.315, -0.757], [10.248, 17.301, -1.049], [11.217, 17.166, -0.005], [10.781, 17.032, 1.321], [9.393, 17.065, 1.590], [8.426, 17.347, 0.578], [4.254, 16.954, 1.143], [2.715, 16.647, -0.574], [3.424, 16.634, -3.103], [5.799, 16.753, -3.502], [10.684, 17.450, -2.025], [12.278, 17.020, -0.148], [11.522, 16.879, 2.092], [9.115, 16.936, 2.626], [1.913, -10.908, -4.704], [1.877, -12.027, -4.112], [2.833, -13.102, -4.324], [3.869, -12.860, -5.202], [4.856, -13.783, -5.442], [4.831, -14.951, -4.834], [3.831, -15.300, -3.949], [2.820, -14.353, -3.615], [1.732, -14.633, -2.614], [1.706, -15.781, -2.058], [0.818, -13.457, -2.249], [-0.104, -13.668, -1.227], [-0.951, -12.607, -0.884], [-1.038, -11.437, -1.662], [-0.065, -11.236, -2.659], [0.877, -12.240, -2.996], [3.922, -11.943, -5.770], [5.680, -13.669, -6.130], [5.615, -15.675, -5.001], [3.935, -16.256, -3.458], [-0.011, -14.543, -0.601], [-1.539, -12.683, 0.018], [-1.588, -10.561, -1.349], [-0.041, -10.276, -3.153], [0.377, 3.197, -4.442], [0.065, 3.352, -3.233], [-0.060, 4.770, -2.770], [0.375, 5.770, -3.636], [0.331, 7.096, -3.213], [0.008, 7.469, -1.874], [-0.337, 6.433, -0.979], [-0.507, 5.078, -1.430], [-0.933, 3.981, -0.445], [-1.368, 4.272, 0.681], [-0.661, 2.496, -0.871], [-0.858, 1.395, -0.039], [-0.650, 0.094, -0.456], [-0.138, -0.125, -1.770], [0.060, 0.949, -2.614], [-0.167, 2.261, -2.202], [0.696, 5.479, -4.625], [0.744, 7.760, -3.959], [0.156, 8.474, -1.507], [-0.657, 6.667, 0.025], [-1.238, 1.590, 0.952], [-0.751, -0.697, 0.273], [0.021, -1.150, -2.069], [0.455, 0.815, -3.610], [-4.088, -4.262, 8.409], [-4.618, -4.977, 9.270], [-5.505, -6.195, 9.018], [-5.666, -6.566, 7.661], [-6.193, -7.801, 7.444], [-6.763, -8.594, 8.404], [-6.731, -8.186, 9.693], [-5.998, -7.021, 10.062], [-5.814, -6.677, 11.463], [-6.428, -7.258, 12.335], [-4.931, -5.478, 11.730], [-4.764, -5.177, 13.072], [-3.948, -4.125, 13.474], [-3.378, -3.293, 12.489], [-3.558, -3.569, 11.150], [-4.421, -4.660, 10.702], [-5.350, -5.914, 6.859], [-6.377, -8.213, 6.463], [-7.285, -9.478, 8.069], [-7.126, -8.948, 10.349], [-5.141, -5.795, 13.874], [-3.754, -4.074, 14.536], [-2.698, -2.501, 12.766], [-3.004, -2.905, 10.503], [-6.622, -9.425, -7.290], [-7.247, -9.099, -6.237], [-8.163, -9.996, -5.521], [-8.454, -11.269, -6.157], [-9.410, -12.151, -5.579], [-10.157, -11.703, -4.472], [-9.740, -10.477, -3.831], [-8.770, -9.628, -4.313], [-8.507, -8.301, -3.622], [-9.040, -8.051, -2.501], [-7.549, -7.391, -4.346], [-7.279, -6.126, -3.807], [-6.408, -5.251, -4.459], [-5.898, -5.593, -5.695], [-6.093, -6.830, -6.209], [-6.937, -7.753, -5.573], [-7.926, -11.508, -7.069], [-9.523, -13.160, -5.947], [-10.959, -12.251, -4.001], [-10.360, -10.406, -2.949], [-7.817, -5.921, -2.894], [-6.035, -4.320, -4.059], [-5.210, -4.917, -6.180], [-5.634, -7.088, -7.151], [5.213, -11.599, 1.716], [4.853, -10.448, 1.746], [3.756, -10.012, 2.728], [3.011, -10.976, 3.455], [1.935, -10.522, 4.232], [1.531, -9.234, 4.302], [2.330, -8.328, 3.570], [3.450, -8.683, 2.781], [4.221, -7.563, 2.010], [4.078, -6.381, 2.315], [5.045, -8.013, 0.861], [5.466, -7.129, -0.109], [6.284, -7.534, -1.153], [6.617, -8.901, -1.264], [6.134, -9.786, -0.346], [5.329, -9.413, 0.722], [3.193, -12.040, 3.483], [1.293, -11.260, 4.690], [0.794, -9.037, 5.067], [2.099, -7.278, 3.678], [5.080, -6.123, -0.041], [6.716, -6.941, -1.946], [7.192, -9.185, -2.133], [6.408, -10.823, -0.473], [4.137, 6.132, 9.158], [3.933, 5.783, 7.993], [3.739, 6.807, 6.913], [3.605, 8.153, 7.271], [3.659, 9.200, 6.330], [3.802, 8.789, 4.945], [3.755, 7.422, 4.615], [3.742, 6.421, 5.584], [3.702, 5.021, 5.198], [3.808, 4.718, 3.996], [3.547, 3.954, 6.252], [3.203, 2.615, 6.013], [2.991, 1.663, 7.092], [3.359, 2.015, 8.378], [3.521, 3.394, 8.600], [3.648, 4.379, 7.581], [3.456, 8.449, 8.298], [3.702, 10.263, 6.517], [3.751, 9.420, 4.070], [3.705, 7.104, 3.585], [3.052, 2.189, 5.032], [2.672, 0.649, 6.903], [3.417, 1.307, 9.191], [3.644, 3.618, 9.650], [-3.400, 3.142, -11.404], [-2.058, 2.991, -12.142], [-1.990, 4.081, -13.227], [-1.629, 5.458, -12.733], [-1.269, 6.477, -12.396], [-4.239, 3.308, -12.081], [-3.491, 4.130, -10.951], [-3.583, 2.364, -10.664], [-2.077, 2.055, -12.699], [-1.113, 2.918, -11.604], [-2.935, 4.144, -13.766], [-1.203, 3.832, -13.939], [-4.244, 12.600, -8.508], [-4.261, 13.677, -9.629], [-2.986, 13.714, -10.474], [-1.687, 13.782, -9.834], [-0.615, 13.771, -9.332], [-4.196, 11.669, -9.072], [-5.124, 12.754, -7.883], [-3.322, 12.673, -7.930], [-4.421, 14.686, -9.250], [-5.075, 13.494, -10.331], [-3.044, 14.554, -11.167], [-3.044, 12.812, -11.083], [-2.052, 8.532, 9.167], [-2.714, 7.405, 7.874], [-2.865, 5.937, 8.381], [-4.486, 5.625, 9.013], [-2.032, 7.620, 7.051], [-3.679, 7.748, 7.501], [-2.142, 5.724, 9.169], [-2.794, 5.128, 7.655]],
  "lowdin_charge": [0.086, -0.284, -0.055, -0.006, -0.069, -0.059, -0.013, -0.034, -0.283, 0.091, -0.080, 0.022, -0.052, -0.059, 0.017, -0.083, 0.115, 0.102, 0.110, 0.111, 0.111, 0.100, 0.101, 0.112, 0.060, -0.248, -0.093, 0.001, -0.086, -0.100, 0.020, -0.045, -0.210, 0.049, -0.079, -0.009, -0.057, -0.048, -0.001, -0.062, 0.124, 0.118, 0.116, 0.118, 0.117, 0.101, 0.103, 0.112, 0.057, -0.235, -0.093, -0.018, -0.052, -0.041, -0.004, -0.049, -0.222, 0.070, -0.052, -0.033, -0.047, -0.047, -0.025, -0.073, 0.117, 0.101, 0.099, 0.107, 0.116, 0.104, 0.102, 0.117, 0.086, -0.263, -0.048, 0.004, -0.086, -0.084, 0.003, -0.068, -0.298, 0.113, -0.080, -0.020, -0.046, -0.071, 0.010, -0.054, 0.121, 0.109, 0.114, 0.122, 0.118, 0.104, 0.103, 0.112, 0.054, -0.235, -0.088, 0.032, -0.052, -0.036, -0.007, -0.095, -0.216, 0.063, -0.085, 0.003, -0.052, -0.083, -0.018, -0.058, 0.109, 0.099, 0.099, 0.112, 0.115, 0.107, 0.112, 0.120, 0.110, -0.255, -0.094, 0.018, -0.102, -0.063, 0.006, -0.076, -0.243, 0.093, -0.094, -0.013, -0.040, -0.061, -0.030, -0.049, 0.116, 0.105, 0.111, 0.108, 0.120, 0.105, 0.108, 0.120, 0.093, -0.261, -0.089, -0.004, -0.020, -0.034, -0.006, -0.115, -0.255, 0.085, -0.084, 0.023, -0.047, -0.066, 0.005, -0.080, 0.115, 0.099, 0.097, 0.115, 0.111, 0.100, 0.106, 0.112, -0.107, -0.247, -0.195, -0.227, 0.131, 0.071, 0.069, 0.072, 0.099, 0.112, 0.110, 0.111, -0.088, -0.260, -0.220, -0.220, 0.132, 0.075, 0.071, 0.066, 0.102, 0.104, 0.117, 0.120, 0.480, -0.592, -0.655, 0.542, 0.055, 0.055, 0.057, 0.058],
  "homo_ev": -9.61,
  "smiles": "O=C1c2ccccc2C(=O)c2ccccc21.O=C1c2ccccc2C(=O)c2ccccc21.O=C1c2ccccc2C(=O)c2ccccc21.O=C1c2ccccc2C(=O)c2ccccc21.O=C1c2ccccc2C(=O)c2ccccc21.O=C1c2ccccc2C(=O)c2ccccc21.O=C1c2ccccc2C(=O)c2ccccc21.CCCC#N.CCCC#N.ClCCCl",
  "gap_ev": 8.23
}



Calculated values (eV) of electronic energy for the records, taken in order: -79463.40766, -61447.63701, -154107.12647, -169882.62637.